Entry 1:
# C34H40Br54N2O

C34H40Br54N2O as an isolated structure (ωB97M-V/def2-TZVPD, the OMol25 dataset).

## Properties
orbital gap	8.46	eV
E_HOMO	-8.9199	eV
lowest unoccupied orbital energy	-0.46	eV
DFT total energy	-140500.803627	Eh

Structure (XYZ):
```
131
Properties=species:S:1:pos:R:3:forces:R:3:mulliken_charge:R:1
Br 1.03210 -5.69435 0.86339 -0.049 -0.055 -0.073 -0.0635
Br -15.81961 -1.89548 10.18768 -0.103 0.057 -0.041 -0.0212
Br -1.16045 -6.82605 -1.17802 0.072 0.121 0.053 -0.0451
Br -14.16660 0.20868 6.82561 0.023 -0.070 0.101 0.0218
Br -17.96240 3.92895 6.79770 -0.091 -0.048 0.023 -0.0079
Br 4.32790 -6.37771 -1.28401 0.024 0.113 -0.086 -0.0209
Br -5.68960 10.11540 6.17556 0.026 -0.126 0.023 -0.0351
Br 10.59079 -3.29009 -3.33058 0.238 -0.135 -0.127 -0.0091
Br 8.57868 3.67800 -5.05873 0.064 -0.076 0.082 -0.0249
Br 12.00442 -1.45427 -6.98422 0.107 -0.050 0.118 -0.0419
Br -0.74633 -3.67469 -0.86374 0.646 -0.884 1.016 0.1763
Br -6.98960 5.57844 -5.61148 0.015 0.041 0.111 -0.0173
Br 3.73163 2.14318 0.49191 0.235 0.287 0.368 0.0138
Br -0.72330 4.14672 3.29692 -0.114 -0.033 -0.009 -0.0555
Br -20.75563 3.92389 8.33907 0.079 -0.052 -0.094 -0.0060
Br 13.59431 -0.22588 1.12884 -0.243 0.074 0.090 -0.0542
Br 19.05064 -1.97508 -1.27619 -0.124 -0.056 -0.012 -0.0413
Br 15.97334 -1.92549 -0.41946 0.235 -0.138 -0.155 0.0162
Br 4.41431 2.18048 -5.40671 -0.109 -0.055 -0.046 0.0233
Br 4.50854 -0.55219 2.04353 0.039 0.133 0.044 -0.0677
Br -5.51519 7.38139 -3.42788 -0.104 -0.084 -0.044 -0.0029
Br -4.88006 3.33172 -2.60185 0.138 -0.061 -0.060 0.0061
Br -6.56554 7.05678 5.90609 0.118 0.034 0.062 0.0407
Br 13.88928 -1.02806 -4.43658 -0.052 -0.059 -0.087 0.0421
Br 2.40090 0.14166 -6.81324 0.025 0.099 0.063 -0.0157
Br -4.07663 7.84620 7.73956 -0.093 0.026 -0.096 0.0025
Br -11.37574 2.45391 5.37785 0.136 0.036 0.077 0.0007
Br -9.21122 2.81190 7.69656 -0.026 0.021 -0.139 -0.0054
Br 6.73525 1.65871 1.45510 -0.112 -0.065 -0.039 -0.0042
Br -8.85411 4.36088 4.92767 -0.023 -0.102 0.003 -0.0354
Br -17.86804 -2.05633 7.74099 0.071 0.076 0.101 -0.0101
Br 16.92150 -3.77495 -2.83633 0.000 0.094 0.096 -0.0200
Br -12.33059 0.57977 9.41176 -0.062 -0.089 -0.143 0.0160
Br -2.76621 1.16740 -3.65660 -0.797 0.942 -0.609 0.1662
Br 1.47881 3.13739 -6.21959 0.061 -0.117 0.022 0.0016
Br 11.10455 0.10652 -0.84021 0.072 -0.197 0.171 0.1610
Br -3.35992 -0.17313 4.68039 -0.096 -0.013 -0.020 -0.0329
Br -3.76090 4.57002 4.19333 0.064 -0.003 -0.030 0.0264
Br 10.08123 3.44478 -2.25197 -0.053 -0.007 -0.136 -0.0525
Br -5.13008 -0.84537 2.09948 0.372 0.203 1.799 0.2156
Br -6.05381 1.44222 4.10807 0.009 -0.030 0.022 0.0275
Br 7.28802 -5.77087 -2.32384 -0.224 -0.007 -0.039 0.0508
Br -2.38032 4.24039 -4.37134 -0.079 0.021 0.031 -0.0360
Br 10.44142 -5.47294 -1.00327 0.123 0.118 -0.009 -0.0459
Br 14.80886 -2.97653 -6.78865 -0.090 0.072 0.052 -0.0482
Br 10.23646 1.04130 -4.35817 -0.023 0.090 0.080 0.0289
Br -17.53442 0.67473 9.36191 0.040 -0.149 -0.038 0.0406
Br -3.06711 2.56595 1.80594 0.069 0.060 0.094 0.1562
Br 4.77553 -4.57499 -3.88544 0.045 -0.279 -0.069 0.0154
Br -11.44910 -1.44571 7.10271 -0.072 0.090 0.046 -0.0205
Br -20.22016 1.82348 5.99484 0.043 0.099 0.080 0.0058
Br 10.98583 -2.01933 1.55811 0.021 0.131 0.051 -0.0118
Br -8.10286 5.69709 -2.62279 0.056 0.047 -0.078 -0.0172
Br 13.06269 -3.67690 -1.34313 -0.269 0.019 -0.080 0.0534
O 6.50335 -1.66253 -2.12855 0.007 0.180 0.078 -0.2858
N -5.33391 -2.95471 -1.85025 0.324 1.266 0.832 -0.6674
N -4.33784 -0.45084 -0.77087 -0.572 -0.601 -0.125 -0.3672
C 3.48652 -0.34846 -1.89136 -0.007 -0.837 -0.285 0.5115
C 0.01148 -1.23027 -3.06003 -0.381 0.225 0.104 0.0101
C 11.14847 -3.76150 -1.54579 0.106 -0.020 -0.063 0.3761
C -9.52170 2.77133 5.79522 -0.001 -0.069 0.023 -0.1687
C -17.48478 -1.25056 9.44978 -0.055 0.087 -0.037 -0.3525
C 10.09457 2.94974 -4.11503 0.015 0.014 -0.037 -0.3926
C -6.00864 -2.16724 -1.03407 -0.648 -0.357 0.082 -0.3474
C 2.21310 -0.45252 -1.00440 0.559 0.588 0.676 -0.8118
C -5.09664 8.28055 6.16264 0.026 0.007 -0.045 -0.3116
C -5.14233 -0.24630 3.93888 -0.002 -0.215 0.003 -0.4661
C 7.66670 -2.11356 -1.45688 0.106 -0.087 0.563 0.0090
C -3.66196 2.84412 -4.01123 0.036 -0.060 -0.259 -0.4261
C 0.09489 -5.41067 -0.80148 0.057 0.116 0.139 -0.2801
C -3.21108 -3.22016 -2.93725 -0.666 -0.512 -0.349 -0.3615
C -12.92972 -0.63561 8.03845 0.034 0.040 0.009 -0.1385
C -1.43955 -1.56222 -2.68960 0.069 -0.854 -1.018 0.4092
C -2.46572 3.33614 3.46933 -0.038 -0.033 -0.069 -0.2251
C -5.53041 -0.94239 -0.49808 -0.117 -0.119 -1.227 -0.8641
C 13.31380 -2.25066 -5.80983 0.011 -0.035 0.064 -0.1044
C -1.95921 -2.81885 -3.23189 -0.020 1.364 -0.186 -0.7148
C 5.44385 -6.03721 -2.82381 0.034 -0.081 -0.096 -0.4247
C 5.32526 -2.13810 -1.49550 -0.114 -1.039 0.048 0.1261
C 4.86984 1.32951 1.82188 -0.024 0.088 0.004 -0.3916
C 17.41279 -2.98491 -1.14694 0.056 -0.006 -0.008 -0.3327
C -2.27114 -0.82832 -1.90198 0.653 -0.234 0.558 -0.4120
C 1.06903 0.49205 -1.42150 0.383 -0.083 -0.174 -0.9737
C -19.85621 3.59435 6.66555 -0.009 -0.017 -0.015 -0.3303
C -3.60130 -1.25307 -1.57612 0.536 0.457 0.167 -0.1384
C -7.19918 6.66003 -4.02741 0.049 0.000 0.030 -0.3275
C 11.67517 -0.31948 0.95511 -0.005 0.049 -0.092 -0.3940
C 2.95916 1.98228 -6.65705 0.018 0.047 0.030 -0.4251
C 0.48552 0.22376 -2.83272 0.164 -0.330 0.621 0.1896
C -4.08849 -2.46111 -2.09207 0.565 -0.867 -0.874 0.1968
C 4.06139 -1.75039 -2.26484 0.412 0.565 0.190 -0.9091
H 1.26991 0.46548 -3.56750 -0.332 -0.090 0.127 -0.0649
H 12.82728 -3.07979 -5.31190 0.026 0.049 -0.007 0.1070
H 3.32746 2.28734 -7.62728 -0.022 -0.032 0.044 0.3704
H -20.25467 4.29652 5.94572 0.021 -0.034 0.039 0.3329
H -5.69689 -0.97166 4.51977 0.060 0.050 0.009 0.3938
H 0.84079 -5.43038 -1.58620 -0.026 -0.003 0.043 0.2786
H 8.10099 -1.33697 -0.79962 -0.255 -0.060 -0.236 0.0955
H 10.72800 -3.02004 -0.87995 -0.016 -0.014 -0.053 -0.3933
H 1.48634 1.51701 -1.44904 -0.213 -0.289 0.105 0.4879
H -8.95908 1.93526 5.39962 -0.011 0.055 0.011 0.1670
H -4.25227 2.70748 -4.90819 0.019 0.089 0.042 0.4180
H -18.26950 -1.55643 10.12852 0.065 -0.013 -0.019 0.3542
H 0.30941 0.48807 -0.62305 0.010 -0.055 -0.372 0.1867
H 3.31965 -2.54177 -2.06364 0.148 0.307 -0.219 0.2749
H 0.15020 -1.51550 -4.11696 -0.060 0.127 0.323 0.4430
H -6.18721 -0.38073 0.15312 -0.098 0.150 -0.629 0.9192
H -2.37091 2.52405 4.17886 -0.028 0.047 -0.044 0.1282
H -4.43483 8.16593 5.31422 -0.031 0.005 0.044 0.2971
H 3.29087 0.18792 -2.83232 -0.106 -0.009 0.350 -0.2522
H 7.41399 -2.97217 -0.80636 0.234 0.168 -0.289 0.3488
H 10.98160 3.38928 -4.55115 -0.047 -0.022 0.018 0.3824
H -0.34032 0.92162 -2.98271 0.288 -0.064 -0.183 -0.1138
H 5.29010 -1.84444 -0.42985 -0.057 0.208 -0.374 0.0665
H 4.32480 -1.77336 -3.33578 -0.165 -0.099 0.350 0.3074
H 2.51177 -0.14078 0.02389 -0.379 -0.431 -0.663 0.2132
H -13.46781 -1.43308 8.53285 0.007 0.045 -0.041 0.1169
H -7.82823 7.49816 -4.29500 0.025 -0.053 0.002 0.3356
H -1.32724 -3.42227 -3.88341 -0.080 0.156 0.205 0.4563
H -1.92241 0.11572 -1.48689 -0.155 -0.386 0.219 0.6193
H 11.25924 0.43421 1.61052 0.037 -0.035 -0.026 0.3941
H 4.64183 1.80463 2.76636 0.022 -0.019 -0.049 0.4288
H 5.39229 -3.24895 -1.49195 -0.059 0.394 0.118 -0.0223
H -3.58497 -4.17129 -3.32538 0.002 0.333 0.144 0.4365
H 1.89854 -1.50445 -0.89686 -0.077 0.383 -0.202 0.5205
H 5.40465 -6.92178 -3.44521 0.001 0.027 0.060 0.3942
H 0.63622 -1.92095 -2.46884 -0.070 0.211 -0.351 -0.1886
H 4.27671 0.21219 -1.37107 -0.285 -0.105 -0.214 0.3538
H 8.44030 -2.42350 -2.17347 -0.512 0.184 0.129 -0.2540
H 17.59296 -3.79660 -0.45479 -0.008 0.043 -0.034 0.3621
H -7.01616 -2.48775 -0.74598 0.306 0.079 -0.157 0.3758
```
Forces are in eV/Å.

***

Entry 2:
# C34H40GeN6O4S2Ti

C34H40GeN6O4S2Ti as an isolated structure (ωB97M-V/def2-TZVPD, the OMol25 dataset).

## Properties
orbital gap (alpha / beta)	6.72 / 6.72	eV
net charge	+2
E_HOMO (alpha / beta)	-12.2668 / -12.2680	eV
energy relative to the best compared isomer or geometry (same formula, charge and spin)	115.5	kJ/mol
lowest unoccupied orbital energy (alpha / beta)	-5.54 / -5.55	eV
DFT total energy	-5671.480504	Eh

Structure (XYZ):
```
88
Properties=species:S:1:pos:R:3:forces:R:3:mulliken_charge:R:1
Ge -1.17766 1.07949 1.71107 -0.012 -0.759 -0.252 0.2022
Ti 0.83161 -0.29813 -0.22410 -0.532 1.400 0.027 -0.5016
S -2.59928 -1.04397 0.90202 -0.167 0.177 -0.009 0.0272
S -1.62890 -3.53079 2.15019 0.041 -0.003 -0.026 0.0040
O 2.08697 -1.66121 -0.31919 -0.020 -0.142 0.210 -0.4313
O -0.91156 0.09498 -1.18628 -0.589 0.308 -0.426 0.0482
O 1.89974 -5.12962 2.10283 0.021 -0.011 -0.010 -0.6648
O 0.88979 0.43298 -2.32082 0.112 0.295 0.018 -0.8713
N -0.10552 -1.92664 0.67675 0.005 -0.601 0.653 -0.1507
N 0.80608 -2.91897 1.05222 0.112 -0.238 -0.171 -0.7108
N 2.78509 1.43047 -5.49171 0.044 0.025 0.010 -0.3094
N -1.84318 2.59008 -2.10957 -0.080 0.005 0.035 -0.3099
N 1.45225 1.22082 -7.36222 -0.018 -0.021 0.022 -0.3613
N 0.69841 0.49082 -5.30407 0.047 0.004 -0.032 0.1293
C 3.25996 1.76192 1.96350 -0.004 -0.007 -0.036 -0.6785
C 5.43612 -4.04623 0.24619 -0.027 0.010 0.012 -0.9921
C -1.12622 1.68855 -2.98250 0.212 -0.032 -0.215 0.1067
C -4.80590 3.11946 0.79135 -0.006 0.054 0.063 -0.7849
C 4.15097 -5.54300 1.63834 -0.110 0.084 -0.010 -0.7560
C -3.77852 2.18934 0.80075 0.036 -0.136 -0.093 -0.1848
C -0.89890 -0.79965 6.06745 0.002 0.003 -0.009 -0.5949
C 1.95312 -2.71776 0.48076 0.213 0.010 -0.117 1.1190
C -2.72142 2.29126 1.70701 0.101 0.246 -0.161 0.5302
C -2.70789 3.38195 2.57939 0.106 -0.037 0.122 -0.3041
C -2.12094 0.89153 -3.83921 0.000 0.071 0.031 -1.0761
C -0.61909 0.07735 -5.79563 0.035 0.045 0.020 -1.1126
C 0.07866 -1.04017 5.11205 -0.056 0.006 0.067 -0.8827
C -3.41001 -3.19716 2.27924 0.029 0.032 -0.053 -0.7288
C -0.34396 0.70545 -2.13640 -0.126 -0.714 0.097 1.2267
C 3.01902 -4.73848 1.47649 0.059 -0.097 0.081 0.6051
C 1.83464 3.11047 0.57263 -0.005 0.055 0.031 -0.7347
C -0.02166 -0.44392 3.86488 0.052 0.059 -0.086 0.0087
C -3.60302 -1.69350 2.26886 0.005 0.009 0.028 -0.3190
C -3.72154 4.32852 2.55818 -0.076 0.029 0.023 -0.6387
C -1.09678 0.39380 3.53974 0.345 -0.100 0.075 0.8654
C 3.07237 1.27626 -0.39773 -0.048 0.014 0.198 -0.6980
C 4.32733 -3.25384 0.07728 0.065 0.015 -0.045 -0.4883
C -1.97078 0.03300 5.77030 0.055 -0.081 0.091 -0.6241
C 2.37923 2.82413 1.81736 -0.004 -0.016 0.031 -0.3949
C 1.63924 1.03828 -6.05566 0.019 -0.034 -0.034 0.8851
C -4.77760 4.19492 1.67007 0.003 -0.023 -0.030 -0.5351
C 2.18862 2.35120 -0.53652 -0.020 -0.051 0.000 0.0118
C -1.55371 -0.27585 -4.64476 -0.060 -0.108 -0.085 -0.7150
C 3.59042 0.98146 0.86371 0.160 -0.047 -0.013 -0.1775
C 3.10348 -3.57952 0.68424 -0.130 -0.049 0.027 -0.0246
C -2.06770 0.61946 4.51903 -0.195 0.171 -0.109 -0.4443
C -1.28270 -2.15728 1.17302 0.006 0.071 -0.052 -0.0166
C 5.33699 -5.19768 1.03356 0.008 -0.021 0.002 -0.3305
H -2.71553 2.90643 -2.51138 0.026 -0.002 -0.013 0.2922
H -0.39334 2.18575 -3.63161 -0.079 0.054 0.014 0.1741
H -4.63583 -1.40782 2.07557 0.000 -0.005 -0.004 0.5783
H -2.91497 1.26225 4.30559 0.017 0.007 -0.017 0.3991
H 4.27562 0.15072 0.97811 -0.015 -0.004 0.002 0.4265
H -0.82256 -1.25503 7.04574 -0.004 -0.002 0.012 0.4160
H 2.11884 3.43330 2.67303 0.009 0.008 0.006 0.4530
H 1.15988 3.94954 0.46037 -0.007 0.006 -0.008 0.4621
H 2.16071 1.64515 -7.93602 0.005 0.014 0.004 0.2124
H 0.91681 -1.68296 5.34524 0.020 -0.013 -0.019 0.4783
H -0.50298 -0.79337 -6.44618 -0.009 0.008 0.007 0.5440
H -1.04733 0.89429 -6.38453 -0.022 -0.012 0.027 0.5381
H 3.40955 0.70210 -1.25288 -0.074 0.049 -0.046 0.4674
H 0.64539 0.84483 -7.82860 -0.003 0.001 0.003 0.2015
H -5.62852 3.00945 0.09696 -0.012 -0.007 -0.005 0.4465
H -2.88584 0.50369 -3.16255 0.021 -0.009 0.018 0.4656
H 6.37448 -3.78728 -0.22253 -0.001 0.012 -0.012 0.4357
H 6.20330 -5.83078 1.17142 0.013 0.001 -0.003 0.4035
H 4.38180 -2.36376 -0.53464 -0.015 0.003 0.000 0.4217
H -3.80996 1.37653 0.08346 0.037 0.017 -0.020 0.2161
H 3.68753 1.53624 2.93089 -0.002 0.009 0.011 0.4677
H 2.93354 1.31120 -4.50431 -0.016 0.001 0.007 0.1004
H 0.75899 -0.62807 3.13367 0.001 -0.011 0.000 -0.0184
H 3.55372 1.77030 -6.04305 0.002 -0.008 -0.008 0.2104
H -2.72631 0.22543 6.52039 -0.022 0.015 -0.010 0.4430
H 4.05975 -6.43026 2.24874 0.011 -0.012 0.006 0.4656
H -3.92184 -3.68496 1.45064 0.003 0.009 0.015 0.3690
H -3.69340 5.16328 3.24581 0.006 0.004 0.005 0.4310
H -2.61956 1.59868 -4.50755 0.016 -0.009 -0.027 0.5530
H 1.18606 -4.49357 1.91796 -0.019 0.013 0.000 0.6278
H -5.57673 4.92366 1.66297 -0.005 0.009 -0.002 0.4095
H -2.39487 -0.81147 -5.08737 -0.002 0.014 0.013 0.4836
H -3.25381 -1.23332 3.19360 -0.011 -0.005 -0.004 -0.0502
H 1.08148 0.40773 1.21284 0.490 -0.048 0.109 0.3173
H -1.90914 3.49972 3.30539 0.026 -0.025 -0.028 0.4553
H 0.92686 0.32105 -4.32915 -0.037 -0.006 0.050 -0.0354
H -1.06447 -1.00741 -3.99261 0.023 0.027 0.014 0.1890
H -3.75293 -3.63427 3.21564 0.002 0.020 0.012 0.4845
H 1.81582 2.62093 -1.51579 -0.007 0.000 0.015 0.6271
H -1.30593 3.39749 -1.82734 0.025 0.010 -0.025 0.2157
```
Forces are in eV/Å.